Entry 1:
Below is a gas-phase ion, C5H6N (charge +1) in a non-equilibrium geometry, with properties calculated with wB97M-V/def2-TZVPD.

As for the net charge: +1. The value obtained for the energy relative to the best compared isomer or geometry (same formula, charge and spin) is 124.23 kcal per mole. The value obtained for the LUMO energy is -4.266 eV.

Last column: Löwdin charge in e.
CARTESIAN COORDINATES (ANGSTROEM)
C -1.20021 -0.53097 -0.42811  0.01
C 0.81359 0.91712 -0.52190  0.02
C -0.61262 0.80153 0.00197  0.01
C 0.95661 -0.61687 -0.16399  -0.06
C -0.24987 -0.53386 0.85043  -0.02
N -0.16283 -1.37910 -0.40362  0.14
H -2.15984 -0.80008 -0.44165  0.13
H 1.09304 1.07060 -1.48319  0.10
H 1.32941 1.48513 0.12084  0.10
H -1.06853 1.70482 0.22536  0.14
H 1.74689 -1.21101 0.15578  0.15
H -0.48564 -0.90732 2.08807  0.29

Entry 2:
Below is a gas-phase ion, C5H6N (charge +1) in a non-equilibrium geometry, with properties calculated with wB97M-V/def2-TZVPD.

As for the net charge: +1. The value obtained for the energy relative to the best compared isomer or geometry (same formula, charge and spin) is 184.56 kcal per mole. The value obtained for the LUMO energy is -6.193 eV.

Last column: Löwdin charge in e.
CARTESIAN COORDINATES (ANGSTROEM)
C 0.64037 1.01967 -0.18433  0.02
C 1.97877 0.74038 0.08799  0.24
C 1.69592 -0.79511 -0.31102  -0.01
C 0.52774 -0.33551 0.59610  -0.08
C -1.90966 0.49799 -0.09046  0.04
N -0.51897 0.39552 -0.14101  0.01
H 1.33612 -1.00197 -1.43860  0.18
H 2.30753 -1.55630 0.08157  0.09
H 0.40907 -0.47676 1.60767  0.15
H -2.14779 -0.56579 -0.12491  0.14
H -2.20612 0.98689 0.82943  0.12
H -2.11298 1.09101 -0.91243  0.10

Entry 3:
Below is a gas-phase ion, C5H6N (charge +1) in a non-equilibrium geometry, with properties calculated with wB97M-V/def2-TZVPD.

The SMILES is C#[N+][C@@H]1C=C1C. As for the net charge: +1. The value obtained for the energy relative to the best compared isomer or geometry (same formula, charge and spin) is 99.00 kcal per mole. The value obtained for the LUMO energy is -3.907 eV.

Last column: Löwdin charge in e.
CARTESIAN COORDINATES (ANGSTROEM)
C -1.71984 2.48281 -1.06160  0.26
N -1.16653 1.46132 -1.02025  0.18
C -0.68209 -0.14009 -0.90834  -0.12
C -1.24431 -0.93489 0.14894  0.13
C 0.01024 -0.48551 0.37414  -0.12
C 1.39283 -0.58013 0.77288  -0.02
H -2.13769 3.43131 -1.05600  0.10
H -0.44580 -0.13617 -2.02307  0.17
H -2.10137 -1.37107 0.51753  0.10
H 1.89516 -1.47042 0.33953  0.13
H 1.36522 -0.74373 1.84947  0.10
H 1.98953 0.17154 0.28807  0.09

Entry 4:
Below is a gas-phase ion, C5H6N (charge +1) in a non-equilibrium geometry, with properties calculated with wB97M-V/def2-TZVPD.

The SMILES is C#CCC=[N+]=C. As for the net charge: +1. The value obtained for the energy relative to the best compared isomer or geometry (same formula, charge and spin) is 101.75 kcal per mole. The value obtained for the LUMO energy is -5.571 eV.

Last column: Löwdin charge in e.
CARTESIAN COORDINATES (ANGSTROEM)
C 3.04721 1.01470 -0.76275  0.16
C 1.98649 0.56462 -0.41418  -0.09
C 0.92869 -0.13026 0.36496  -0.12
C -0.38377 -0.74710 -0.16497  0.01
N -1.53276 -0.31850 -0.09890  0.10
C -2.68047 0.05991 0.22115  0.18
H 3.73425 1.56343 -1.33298  0.04
H 1.35953 -1.01626 0.85250  0.14
H 0.54675 0.38052 1.19073  0.10
H -0.38762 -1.78707 -0.70833  0.21
H -3.51113 0.44673 -0.37126  0.13
H -3.10716 -0.03072 1.22403  0.13